[1]
64
Properties=species:S:1:pos:R:3 method="wB97M-V/def2-TZVPD" total_energy_ha=-3011.02996 orbital_gap_ev=6.84 e_lumo_ev=-1.76
C 0.413 0.468 -2.340
C -0.625 1.547 -2.086
N -1.744 1.499 -3.092
C -3.008 1.056 -2.680
C -3.985 1.821 -2.110
P -3.840 3.643 -1.899
O -4.124 4.123 -3.416
O -2.283 3.941 -1.735
S -4.881 4.462 -0.540
C -5.298 1.185 -1.778
O -6.249 1.795 -1.371
C -5.486 -0.264 -2.052
C -4.550 -1.005 -2.634
Cl -4.782 -2.661 -3.027
C -3.232 -0.424 -2.969
O -2.335 -1.078 -3.422
H 1.293 0.683 -1.723
H 0.054 -0.528 -2.061
H 0.749 0.473 -3.381
H -0.150 2.530 -2.152
H -1.046 1.458 -1.081
H -1.436 0.851 -3.813
H -3.969 3.426 -4.068
H -1.829 4.004 -2.588
H -6.467 -0.661 -1.799
C -3.769 -4.412 0.712
C -2.666 -3.704 -0.027
C -1.255 -4.161 0.285
O -0.493 -2.962 0.082
C -1.316 -1.903 0.267
O -0.952 -0.770 0.327
O -2.595 -2.313 0.359
H -4.732 -3.954 0.492
H -3.806 -5.458 0.407
H -3.605 -4.361 1.789
H -2.846 -3.722 -1.102
H -0.881 -4.944 -0.368
H -1.153 -4.465 1.329
C 6.523 2.336 0.840
C 5.151 2.003 0.325
C 4.909 0.554 -0.041
O 3.919 0.659 -1.076
C 4.040 1.879 -1.650
O 3.458 2.225 -2.631
O 4.888 2.650 -0.942
H 6.623 3.409 0.997
H 6.680 1.832 1.793
H 7.287 2.019 0.129
H 4.382 2.345 1.023
H 4.519 -0.036 0.780
H 5.801 0.080 -0.459
C 1.445 -1.278 5.547
C 1.969 -0.287 4.545
C 2.294 -0.837 3.170
O 3.357 0.029 2.749
C 3.977 0.512 3.851
O 5.006 1.111 3.829
O 3.261 0.219 4.953
H 1.320 -0.810 6.523
H 0.474 -1.653 5.220
H 2.133 -2.117 5.654
H 1.301 0.574 4.457
H 1.479 -0.777 2.456
H 2.678 -1.859 3.223


[2]
56
Properties=species:S:1:pos:R:3 method="wB97M-V/def2-TZVPD" total_energy_ha=-1398.17550 orbital_gap_ev=9.46 e_lumo_ev=0.56 e_above_lowest_kj_mol=54.20
C 2.883 -0.261 1.741
C 2.052 0.638 0.833
N 0.606 0.572 1.032
C -0.213 -0.383 0.284
C 0.484 -1.685 -0.112
C 0.458 -2.708 1.021
N -0.177 -2.214 -1.295
C 0.494 -2.969 -2.198
O 1.697 -3.167 -2.131
C -0.345 -3.534 -3.284
C -1.720 -3.659 -3.389
C -1.899 -4.291 -4.624
O -3.081 -4.636 -5.174
N -0.753 -4.533 -5.233
N 0.194 -4.064 -4.401
C 1.589 -4.194 -4.785
C -0.039 1.274 2.016
O -1.212 1.094 2.281
C 0.746 2.386 2.740
C 0.785 3.653 1.872
C -0.542 3.992 1.244
C -0.773 3.718 -0.100
C -2.004 3.973 -0.686
C -3.002 4.508 0.100
F -4.205 4.761 -0.457
C -2.813 4.796 1.437
C -1.576 4.534 2.003
O 0.122 2.733 3.946
C 0.161 1.707 4.918
H 3.941 -0.025 1.622
H 2.616 -0.109 2.788
H 2.751 -1.315 1.508
H 2.373 1.670 0.957
H 2.254 0.407 -0.214
H -1.096 -0.591 0.885
H -0.557 0.109 -0.634
H 1.513 -1.503 -0.416
H 0.842 -2.281 1.948
H -0.569 -3.028 1.205
H 1.056 -3.583 0.764
H -1.171 -2.099 -1.396
H -2.483 -3.373 -2.687
H -2.896 -5.062 -6.020
H 2.102 -3.243 -4.677
H 2.092 -4.930 -4.163
H 1.591 -4.511 -5.823
H 1.773 2.058 2.952
H 1.121 4.460 2.525
H 1.534 3.539 1.087
H 0.023 3.296 -0.703
H -2.194 3.767 -1.730
H -3.626 5.212 2.016
H -1.413 4.733 3.054
H -0.264 2.117 5.831
H -0.425 0.840 4.607
H 1.196 1.399 5.115


In eV, the HOMO level values for the records above are, in order, -8.602; -8.903.